The following is a DFT calculation (the ωB97M-V functional and the def2-TZVPD basis) of a cluster of 6 separate species, C53H77F2I2NO14S5 in total.

As for the SMILES: C=Cc1cc2c(c([C@H](I)CC)c1C[C@H](C)I)C(=O)c1c(CCCCCCCCC)cc(N(C(=O)F)C(=O)F)cc1C2=O.O=S1(=O)CCCC1.O=S1(=O)CCCC1.O=S1(=O)CCCC1.O=S1(=O)CCCC1.O=S1(=O)CCCC1. The calculation puts the HOMO-LUMO gap at 7.045 eV. The multiplicity is 1. The energy relative to the best compared isomer or geometry (same formula, charge and spin) is 10.0186 eV. The calculation puts the highest occupied orbital energy at -8.1748 eV. For the largest force on an atom, the calculation gives 6.3 eV/A.

The geometry in XYZ format:
```
154
Properties=species:S:1:pos:R:3:forces:R:3:lowdin_charge:R:1
C -2.62831 -3.16483 -0.47337 -1.1 2.7 1.2 -0.013
H -0.36670 -5.46554 -3.45189 1.3 1.2 1.4 0.122
I 3.46309 -3.25656 2.22207 -0.3 0.4 -0.7 0.929
H -7.66481 0.87032 1.18568 0.2 0.1 0.1 0.095
H 3.66804 4.95655 -4.80010 -0.1 -0.2 -0.1 0.091
O 0.46153 5.48157 -5.99143 0.0 -0.1 0.4 -0.327
C 4.23316 -3.51654 -2.43291 0.0 0.1 -0.1 -0.216
H -1.68180 -5.93625 6.40040 -0.1 0.1 0.0 0.113
C 5.96772 -2.65993 7.01848 0.3 0.0 0.4 -0.233
C 4.43503 4.45576 -5.39259 -0.1 0.6 -0.2 -0.212
C -0.27450 -2.82419 0.86008 -0.3 0.3 1.8 -0.245
C -2.97315 -4.19224 6.57416 0.0 -0.5 0.4 -0.229
C -0.36939 2.46106 -2.40594 0.7 0.2 -0.4 -0.203
H 5.06018 -1.07215 8.16553 0.1 -0.1 0.0 0.121
C 4.59398 -6.20283 -2.18998 1.4 -0.4 0.0 -0.199
H 3.48059 3.76239 -1.65191 -1.4 1.4 0.3 0.079
H 3.54735 -6.31859 -1.74890 1.5 0.3 -0.8 0.084
H 3.12401 -2.41092 8.87716 0.1 -0.1 -0.1 0.116
C 2.25186 4.67072 0.05606 0.3 -0.8 -0.6 -0.138
C -6.19805 -0.55043 -1.96241 -3.6 3.6 -2.9 -0.294
N -6.08419 -0.98006 -0.55628 1.1 -2.0 0.2 0.063
H 6.08487 -4.68503 -2.85626 -1.3 0.0 1.6 0.088
H 4.10253 4.36182 -6.42795 0.0 -0.1 0.1 0.111
C -0.75119 1.33284 -0.06932 0.6 0.9 -0.4 -0.205
H -1.15544 7.71846 -4.00852 0.1 -0.2 -0.1 0.109
O 4.89827 -3.85929 4.93021 0.0 0.4 -0.1 -0.425
H 6.82097 -2.03227 6.76204 -0.1 -0.1 -0.2 0.110
C 0.27579 -4.84431 -2.71996 2.4 2.4 3.2 0.050
O 4.52404 1.85838 -5.81884 -0.1 0.0 0.3 -0.317
C -2.33872 -3.53793 4.07257 0.2 -0.1 -0.3 -0.233
H -3.56846 6.34100 -4.86062 0.0 0.0 -0.1 0.122
C 1.45319 4.47664 -2.47533 1.5 -0.4 -0.1 -0.214
H -8.29797 2.30725 2.04440 0.1 -0.1 0.0 0.111
H 1.37721 -0.75192 1.24411 1.4 -0.1 -1.0 0.078
H -1.09185 -5.31444 3.93147 0.0 0.1 0.1 0.120
H 3.96733 -2.02323 -0.16886 -1.7 -0.6 1.1 0.056
C 2.71093 -3.71798 -1.98617 -2.9 -0.5 0.1 -0.051
H -2.49323 1.91950 1.26505 1.7 -1.0 0.2 0.111
H -4.26492 0.43012 1.26277 0.6 -2.0 -1.0 0.103
S -3.15823 -2.79470 5.47166 -0.2 0.0 -0.4 0.661
H -0.56524 -4.13955 5.14549 0.0 0.0 -0.1 0.120
H 6.57932 3.29676 -3.40033 -0.1 -0.1 -0.1 0.110
H 2.08637 -0.35704 -0.47456 0.2 -0.5 1.9 0.120
S -0.71560 5.71107 -5.18281 0.0 -0.1 -0.2 0.678
H 1.93423 2.27285 -2.15902 -1.3 0.9 -0.8 0.097
C -2.16419 5.33105 -6.15214 -0.4 -0.1 -0.2 -0.228
C 2.95862 -2.22539 0.36868 -0.6 0.6 -2.2 -0.667
H -2.82720 8.60328 -5.47675 0.1 -0.1 0.0 0.116
H 0.53523 5.05044 -2.09783 1.5 -0.9 -0.4 0.094
H 2.72994 -3.60606 6.44622 0.1 0.2 -0.2 0.104
H -7.34502 1.68336 5.49311 0.2 -0.1 -0.1 0.106
H -3.95597 -4.50655 6.92779 0.1 0.2 0.0 0.102
C 5.19478 -2.15690 8.23047 0.0 0.1 0.1 -0.224
H -3.10557 -3.98548 3.43563 0.0 0.1 0.1 0.116
H 6.28985 -3.69442 7.15873 0.0 0.1 -0.1 0.110
H 1.42343 5.46611 0.12495 1.3 -1.3 0.3 0.077
O -2.33699 -1.71042 5.96163 -0.3 0.0 0.0 -0.325
H -0.15451 8.01197 -5.45928 0.0 -0.2 0.1 0.105
H -7.18650 -0.06138 5.14152 0.1 0.1 -0.1 0.109
H 1.62586 -3.89411 -6.16460 1.3 0.8 1.9 0.067
H 3.56116 -4.11490 -5.99256 -1.8 -1.7 -0.4 0.067
H -10.00950 0.57300 2.41035 0.1 0.0 0.0 0.118
H 3.31347 5.60004 -1.69100 -0.9 -1.3 0.2 0.097
O 4.02124 2.67936 -3.47769 0.3 -0.4 -0.6 -0.335
H 5.30498 -6.92175 -1.61957 -1.3 1.2 -1.0 0.056
O -6.04037 2.60024 3.36668 0.3 -0.4 -0.1 -0.326
H 0.37341 1.05940 0.00751 -1.8 0.3 0.1 0.094
C -2.38276 -0.99475 1.13660 -1.2 -1.8 -1.1 -0.085
C 1.15927 2.90425 -2.72614 -0.9 0.3 -0.6 -0.195
H -9.56246 0.17140 4.95363 0.1 0.1 0.0 0.116
C 5.78124 5.17634 -5.29903 0.1 0.2 0.1 -0.216
H -0.44528 1.32602 -2.64332 0.0 1.8 0.5 0.108
H 6.96555 2.05600 -4.63063 -0.2 0.0 0.1 0.108
F -5.39100 -1.07333 -3.03242 -1.4 0.6 3.5 0.054
C 3.32148 -2.73588 6.73371 -0.5 -0.1 0.3 -0.220
C 2.73502 4.62635 -1.48601 -0.2 0.3 0.6 -0.258
H -2.35740 -3.87711 7.41870 -0.1 0.1 -0.1 0.103
S 4.70314 2.80951 -4.74584 -0.1 0.0 0.2 0.675
H -3.93930 6.51293 -6.58235 0.1 0.0 0.1 0.117
O -4.55849 -2.61965 5.15551 0.3 0.3 0.3 -0.332
C -1.89729 -4.47009 -1.09767 -0.9 -1.1 0.1 -0.252
H -1.87041 5.32869 -7.20440 0.1 0.0 0.1 0.110
H -2.00798 7.98474 -6.91065 0.0 0.0 0.1 0.118
C 2.37236 -5.14074 -4.38444 0.2 1.7 -0.9 -0.147
C 6.87812 4.11350 -5.38897 0.1 0.1 -0.2 -0.226
C 6.45136 2.99860 -4.44359 0.5 0.1 0.0 -0.233
C -7.96547 1.27237 2.15356 -0.4 -0.1 -0.3 -0.228
H -2.21044 0.16821 3.06424 1.0 -0.6 -1.5 0.130
C -2.28793 -5.29100 5.75990 0.0 -0.2 -0.1 -0.220
C 3.83242 -2.85040 8.17108 0.0 -0.1 0.2 -0.218
C -4.07675 -2.73045 -0.81136 1.7 1.3 1.9 0.081
H -0.55441 -0.43423 2.46143 -1.5 0.4 -0.8 0.103
H 4.25347 -3.41403 -3.58924 -0.2 -0.3 2.0 0.109
H -8.76709 -0.63465 2.77080 0.0 0.1 0.0 0.112
O -0.87727 5.12671 -3.87079 -0.1 0.3 -0.7 -0.330
H 4.67287 -6.51772 -3.29840 -0.6 0.5 1.8 0.074
H -4.71958 -3.36425 -1.52570 1.2 1.1 1.3 0.122
C -1.44252 -4.60561 4.68451 0.2 0.0 0.0 -0.219
H 3.11810 4.86624 0.79450 -1.4 -0.1 -1.2 0.073
H -2.55564 4.35399 -5.86916 0.2 0.0 0.0 0.112
H 2.73808 -1.82490 6.58778 0.1 -0.1 -0.1 0.111
C -3.12671 6.47285 -5.85386 -0.1 0.1 0.1 -0.223
C 3.47306 0.17970 1.24870 -0.2 0.5 -0.5 -0.128
H 7.85651 4.51640 -5.11820 -0.1 -0.1 0.0 0.116
H -1.03197 3.00086 -3.18629 1.0 -0.9 1.6 0.086
C -8.98881 0.85356 4.32191 -0.2 0.1 0.1 -0.216
H 6.94044 3.73280 -6.41382 0.0 0.0 0.1 0.120
C -0.82548 2.74782 -0.88556 -1.0 -1.3 -0.3 -0.185
C -1.01454 7.47113 -5.06234 -0.1 0.6 0.0 -0.220
H -9.43571 1.84828 4.42266 0.0 -0.1 0.0 0.117
H 1.85510 3.61152 0.31841 0.4 1.9 -0.3 0.061
O -7.33328 -2.85679 -1.19744 1.1 2.9 4.3 0.116
C 1.80241 -4.54587 -2.99109 -3.0 -0.1 1.1 -0.095
H 2.71782 -6.23709 -4.46143 0.7 2.2 0.9 0.102
H -3.04479 -5.92134 5.28132 0.1 0.1 0.0 0.118
C -3.86481 -0.54571 0.79111 1.3 -3.2 -2.0 0.100
H 4.72313 -2.55332 -2.03795 -1.1 -1.4 -0.5 0.101
S 4.77359 -2.63577 5.69341 0.1 0.0 -0.1 0.615
I 6.19420 -4.57957 -0.12189 -0.2 0.2 -0.7 0.760
H 5.85522 5.69560 -4.33764 0.0 -0.1 -0.1 0.118
H 3.90542 -0.23676 2.22303 -0.7 0.4 -1.4 0.046
H 1.75600 4.94428 -3.49130 -0.6 -0.7 1.7 0.079
C -1.76874 -2.28565 0.53354 -2.9 0.6 -1.3 0.020
H -1.95026 3.03456 -0.89035 1.8 -0.2 0.1 0.113
O -7.01418 0.34753 -2.30007 4.0 -4.5 1.9 0.116
H -0.22392 3.57200 -0.37089 -0.9 -1.2 -0.8 0.085
C 0.53417 -3.39071 -0.39416 1.0 -1.1 -2.6 0.021
C -1.45441 1.41254 1.37006 0.7 -0.1 0.2 -0.189
C -9.02176 0.42725 2.85295 -0.1 -0.2 0.0 -0.222
H -1.21315 0.55500 -0.78257 0.4 1.0 1.4 0.107
C -2.27978 7.74668 -5.87689 -0.1 0.2 -0.2 -0.219
O -5.75073 0.11666 2.96910 0.1 0.4 0.0 -0.331
H 3.94931 -3.90613 8.43765 0.0 0.1 0.0 0.118
H 1.30314 2.71574 -3.85872 -0.1 0.1 1.9 0.110
H -1.78586 -2.77946 3.51853 -0.1 0.0 0.1 0.074
C 2.07493 -3.11841 -0.65803 -1.8 -1.8 -1.6 -0.068
H 5.72153 -2.37680 9.16156 0.0 0.0 -0.1 0.116
O 0.12029 -2.79684 2.05632 -1.0 -0.1 -4.3 -0.025
H 3.09849 1.25431 1.46731 0.5 -1.8 -0.4 0.076
C -1.56728 -0.03266 2.11993 -1.4 0.8 -0.6 -0.146
C -0.32275 -4.24846 -1.41773 2.0 0.5 -0.5 -0.028
H 5.88125 5.92790 -6.08566 0.0 -0.1 0.1 0.115
C 2.31816 -0.74076 0.59712 1.1 -0.3 -0.1 -0.280
F -7.37870 -2.48417 1.07106 1.8 2.0 -3.2 0.076
O 4.80532 -1.33220 5.07209 0.1 -0.4 0.0 -0.341
C -6.95920 -2.12936 -0.24869 -2.0 -3.3 -3.6 -0.307
C -4.70623 -1.41462 -0.19262 5.1 -0.6 1.7 -0.136
C -7.52165 0.90221 4.75272 -0.3 -0.1 0.5 -0.216
H -0.82332 2.07949 2.07927 -1.0 -0.9 -1.3 0.123
H 4.31631 0.26605 0.46689 -1.2 -0.1 1.3 0.083
C 2.50794 -4.33232 -5.58640 -0.1 -1.1 1.6 -0.010
O -2.50543 -5.55753 -1.27808 2.3 4.1 0.3 0.045
S -6.57865 1.26120 3.27571 -0.2 0.3 0.1 0.667
C 5.22929 -4.72976 -2.07358 -0.4 -0.7 -1.6 -0.740
```
Positions in Å, forces in eV/Å.